(1)
Below is a 2-piece molecular cluster, C5H11NOS overall at a distorted geometry, with properties calculated with ωB97M-V/def2-TZVPD.

largest force on an atom: 2.7 eV/A
gap between HOMO and LUMO: 0.1398 Eh
E_HOMO: -7.7 eV
energy above the lowest of the compared OMol25 structures with the same formula, charge and spin: 618.2 kJ/mol
calculated total energy: -725.0894 Ha

Geometry as XYZ:
```
19
Properties=species:S:1:pos:R:3:mulliken_charge:R:1
O -1.6297 1.4340 -0.1433 -0.620
C -0.4856 1.0038 -0.0574 0.571
N -0.0351 -0.0069 -0.9508 -0.184
C 1.1855 -0.8125 -0.7557 -0.525
C 0.9002 -2.1299 -1.3859 -0.902
S -0.3782 -2.8749 -0.3355 -0.226
C 0.4747 1.4363 0.8625 0.013
C 0.1993 2.5887 1.7369 -1.092
H -0.8027 -0.6846 -1.0781 0.158
H 1.4318 -0.9629 0.3001 0.382
H 2.0160 -0.2685 -1.2387 0.349
H 1.7803 -2.7709 -1.4187 0.417
H 0.6051 -1.9332 -2.4246 0.352
H -3.1454 -1.9348 0.4195 -0.170
H -3.7910 -1.9702 0.0843 0.156
H 1.5051 1.1967 0.6012 0.363
H -0.8916 2.6998 1.7757 0.319
H 0.5055 2.4891 2.7767 0.354
H 0.5560 3.5011 1.2318 0.286
```

=====

(2)
Below is a 2-piece molecular cluster, C13H26N4O8 overall at a distorted geometry, with properties calculated with ωB97M-V/def2-TZVPD.

largest force on an atom: 1.6 eV/A
gap between HOMO and LUMO: 0.3431 Eh
E_HOMO: -9.1 eV
calculated total energy: -1331.9567 Ha

Geometry as XYZ:
```
51
Properties=species:S:1:pos:R:3:mulliken_charge:R:1
O -1.7319 -1.7765 -4.6054 -0.659
O -0.6044 -0.9608 -0.0209 -0.816
O -0.8475 -5.2958 -2.1811 -0.668
O 0.5457 -0.9669 2.3586 -0.576
O -1.2915 2.9209 3.2827 -0.602
O 0.4188 1.5514 3.9247 -0.492
O 3.1407 2.2511 3.4786 -0.644
O 2.5839 4.8515 2.5825 -0.586
C -0.7143 -1.2958 -4.1289 0.839
C -1.6227 -1.2261 -0.6402 0.653
C -0.7019 -4.3052 -2.8917 0.056
N -2.6022 -0.3538 -0.6678 -0.353
N -0.6496 -4.4014 -4.2256 -0.027
N 0.1353 5.3034 4.1901 -0.660
N -0.0978 -1.7925 -3.0565 -0.163
C -0.0894 -0.0740 -4.7590 -1.379
C -0.7075 -5.6595 -4.9673 -0.968
C 1.5945 0.0076 2.4398 -0.804
C -0.1996 2.8152 4.1903 0.055
C 1.0240 1.4252 2.6184 0.297
C 2.1276 2.4900 2.4865 -0.297
C 1.5240 3.8913 2.6869 -0.386
C 0.8020 3.9880 4.0494 -0.115
C -1.7936 -2.5209 -1.4133 -1.162
C -0.5395 -2.9228 -2.2144 0.375
H 0.0968 -0.9316 1.4774 0.540
H -1.7389 2.0578 3.2801 0.368
H 2.7096 1.9419 4.2979 0.468
H 3.3040 4.6000 3.1885 0.370
H -2.4646 0.5030 -0.1646 0.241
H -3.4380 -0.5541 -1.1863 0.216
H -0.6720 -3.5352 -4.7470 0.126
H -0.3820 5.3699 5.0649 0.278
H -0.4814 5.4742 3.3944 0.268
H 0.7264 -1.3038 -2.7438 0.258
H -0.0655 0.7350 -4.0308 0.339
H 0.9213 -0.3089 -5.0880 0.344
H -0.6903 0.2278 -5.6165 0.355
H 0.1789 -6.2576 -4.7480 0.295
H -0.7544 -5.4625 -6.0388 0.361
H -1.5923 -6.2243 -4.6666 0.306
H 2.2479 -0.2355 3.2838 0.284
H 2.1986 -0.0386 1.5279 0.320
H -0.5830 2.8131 5.2166 0.323
H 0.2813 1.5897 1.8305 0.389
H 2.5730 2.4389 1.4867 0.542
H 0.7928 4.0838 1.8938 0.517
H 1.5463 3.8877 4.8464 0.308
H -2.0328 -3.3076 -0.6978 0.480
H -2.6352 -2.4275 -2.0991 0.340
H 0.2505 -3.0792 -1.4781 0.448
```

=====

(3)
Below is C20H27N3O3S as an isolated structure at a distorted geometry, with properties calculated with ωB97M-V/def2-TZVPD.

largest force on an atom: 19.9 eV/A
gap between HOMO and LUMO: 0.2317 Eh
E_HOMO: -7.6 eV
energy above the lowest of the compared OMol25 structures with the same formula, charge and spin: 1839.7 kJ/mol
calculated total energy: -1565.8523 Ha

Geometry as XYZ:
```
54
Properties=species:S:1:pos:R:3:mulliken_charge:R:1
C -1.4224 -4.2970 4.7296 -1.270
C -2.6088 -5.0905 3.9240 -0.733
C -2.6414 -4.7127 2.5086 -0.889
C -2.9742 -3.1157 2.2044 -0.756
N -1.8427 -2.3050 2.0172 -0.188
C -1.3674 -1.4392 1.1136 0.778
O -2.0344 -1.2301 0.1193 -0.773
C 0.0152 -0.9490 1.2683 -0.212
C 0.7273 0.0657 0.5951 0.941
C 1.8080 0.2378 1.4094 0.014
N 2.0356 -0.6132 2.5488 -0.594
O 0.8566 -1.3138 2.3573 -0.243
C 2.9059 1.0904 0.9548 -0.708
H 3.6818 1.2105 2.1076 0.255
H 2.7231 1.9799 0.6155 0.669
S 4.0668 0.4000 -0.1058 -0.274
C 4.5464 1.7176 -1.1312 0.751
C 3.8344 2.7252 -1.5719 0.090
C 4.4107 3.5046 -2.2631 -0.233
C 5.7939 3.7669 -2.4998 -0.674
C 6.6271 2.6439 -2.2028 -0.472
C 6.1754 1.7896 -1.2447 -0.484
H 6.7548 0.8588 -0.8733 0.267
H 7.6918 2.8341 -2.2073 0.341
H 6.3337 4.2509 -3.2474 0.362
H 3.7122 4.3667 -2.6659 0.192
H 2.6614 2.6644 -1.5035 0.088
C 0.3896 0.8651 -0.4018 0.330
O 0.8595 2.1984 -0.6275 -0.797
N -0.6768 0.5134 -1.2843 0.015
H -1.0602 -0.4501 -1.0031 0.300
C -1.1098 1.1490 -2.5609 -1.127
C -2.5919 1.5890 -2.1662 -1.282
C -3.2442 2.3873 -3.5257 -0.664
C -4.6547 2.7745 -3.2488 -0.970
H -5.1364 1.7583 -2.8497 0.215
H -5.0181 3.1000 -4.1719 0.406
H -4.7504 3.5665 -2.1442 0.218
H -2.5470 3.2371 -3.5942 0.327
H -2.9516 1.7698 -4.2091 0.567
H -2.7881 2.3541 -1.2402 0.228
H -3.0689 0.9261 -1.8612 1.100
H -1.0211 0.6841 -3.3902 0.657
H -0.5764 2.2038 -2.6576 0.295
H -0.9822 -2.3385 2.9563 0.256
H -3.7450 -2.8081 3.0285 0.229
H -3.5390 -2.8849 1.2509 0.419
H -1.8607 -4.7761 1.8811 0.530
H -3.3237 -5.2758 1.9256 0.416
H -2.1992 -6.0034 3.9029 0.415
H -3.4243 -4.8820 4.3734 0.509
H -1.5744 -3.3476 4.8341 0.533
H -1.3281 -5.0119 5.6645 0.291
H -0.5478 -4.3391 4.1624 0.341
```

=====

(4)
Below is a 6-piece molecular cluster, C25H35ClF5O22PS3 overall, with properties calculated with ωB97M-V/def2-TZVPD.

largest force on an atom: 0.8 eV/A
gap between HOMO and LUMO: 0.3446 Eh
E_HOMO: -9.2 eV
calculated total energy: -5124.4001 Ha

Geometry as XYZ:
```
92
Properties=species:S:1:pos:R:3:mulliken_charge:R:1
C 0.6339 2.1079 -4.0261 -0.748
C -0.6142 1.4986 -3.3689 -1.039
C -0.9366 1.7876 -1.8868 0.993
C -2.1709 0.9492 -1.5393 -1.993
C 0.2139 1.5592 -0.8393 0.735
P 1.4853 0.2469 -1.2571 0.176
S 0.8108 -1.4025 -2.0008 -0.317
O -0.3678 0.9433 0.3695 -0.318
S -0.7810 1.9754 1.4828 1.183
O -2.1895 2.1169 1.5837 -0.649
O -0.0429 1.7069 2.6615 -0.610
O -0.2638 3.2726 0.6683 0.096
C 0.7434 2.9120 -0.2461 0.679
Cl 2.2897 2.6241 0.7083 -0.144
C 1.0574 4.0271 -1.2251 -1.146
C 1.5661 5.3466 -0.6361 -1.394
C 0.6506 6.0331 0.3825 -0.453
C -0.7575 6.2628 -0.1596 -0.754
S -2.0076 6.4749 1.0782 1.148
O -3.2633 6.0752 0.5286 -0.644
O -1.5749 5.9552 2.3387 -0.498
O -1.9517 8.0737 1.1703 -0.530
H 0.3932 2.9997 -4.6043 0.400
H 1.4226 2.3638 -3.3258 -0.148
H 1.0627 1.3928 -4.7268 -0.082
H -1.4830 1.8802 -3.9095 0.563
H -0.6327 0.4214 -3.5149 0.290
H -1.2218 2.8373 -1.7982 -0.046
H -2.6600 1.2743 -0.6257 0.358
H -1.9007 -0.1056 -1.4828 0.156
H -2.8842 1.0528 -2.3577 0.661
H 2.4308 0.9607 -2.0057 0.118
H 2.1022 0.1002 -0.0154 0.100
H 1.8243 3.6251 -1.8842 0.454
H 0.1818 4.2202 -1.8420 0.547
H 1.7092 6.0209 -1.4859 0.469
H 2.5523 5.2049 -0.1961 0.471
H 0.6056 5.4684 1.3120 0.155
H 1.0887 7.0001 0.6361 0.569
H -0.8062 7.1560 -0.7825 0.621
H -1.1546 5.4320 -0.7425 0.127
H -2.3984 8.3392 1.9974 0.383
C -4.4743 -3.6122 -0.7606 -0.504
C -3.0399 -3.3509 -0.3388 0.363
O -2.4694 -2.8206 -1.5159 -0.170
C -3.4607 -2.2629 -2.2642 0.642
O -3.2762 -1.5420 -3.1838 -0.489
O -4.6701 -2.6292 -1.7800 -0.349
F -2.3833 -4.4835 0.0012 -0.283
H -4.5598 -4.6105 -1.1928 0.307
H -5.2047 -3.4777 0.0309 0.299
H -2.9236 -2.6260 0.4695 0.224
C -2.1356 3.2382 5.1765 -0.153
C -0.7170 3.7027 5.4450 0.434
O -0.8476 4.3855 6.6776 -0.343
C -1.9288 3.8785 7.3347 0.564
O -2.1822 4.0854 8.4728 -0.501
O -2.6557 3.0982 6.5032 -0.377
F -0.2792 4.5550 4.4943 -0.221
H -2.6939 4.0094 4.6436 0.220
H -2.1943 2.2988 4.6356 0.174
H 0.0137 2.9003 5.5589 0.203
C 1.9622 -1.3883 -7.9088 -0.400
C 0.8405 -0.3805 -8.0802 0.332
O 1.2587 0.6806 -7.2447 -0.287
C 2.6154 0.6262 -7.1192 0.690
O 3.2814 1.4877 -6.6553 -0.501
O 3.0774 -0.5467 -7.6060 -0.331
F -0.3492 -0.8492 -7.6432 -0.262
H 1.7528 -2.0386 -7.0579 0.278
H 2.1720 -1.9788 -8.7950 0.268
H 0.7137 -0.0034 -9.0968 0.224
C 1.3216 -5.9178 1.0537 -0.143
C 0.4298 -6.8477 1.8492 0.526
O -0.2680 -7.5464 0.8392 -0.343
C 0.4961 -7.5370 -0.2925 0.637
O 0.2944 -8.2122 -1.2435 -0.511
O 1.5140 -6.6602 -0.1549 -0.343
F -0.4592 -6.1856 2.6290 -0.286
H 0.7950 -4.9883 0.8296 0.213
H 2.2694 -5.7055 1.5365 0.110
H 0.9654 -7.5649 2.4742 0.158
C 2.6683 -7.6524 5.7891 -0.424
C 4.1006 -7.3362 6.1790 0.295
O 4.6131 -6.7421 5.0003 -0.308
C 3.5786 -6.2173 4.2967 0.657
O 3.6862 -5.4780 3.3766 -0.515
O 2.4003 -6.6533 4.8014 -0.278
F 4.8150 -8.4463 6.4649 -0.283
H 2.6167 -8.6419 5.3319 0.277
H 1.9538 -7.5735 6.6021 0.285
H 4.2059 -6.6302 7.0045 0.285
```

=====

(5)
Below is a 8-piece molecular cluster, C6H27NO8 overall at a distorted geometry, with properties calculated with ωB97M-V/def2-TZVPD.

largest force on an atom: 9.3 eV/A
gap between HOMO and LUMO: 0.3301 Eh
E_HOMO: -8.9 eV
energy above the lowest of the compared OMol25 structures with the same formula, charge and spin: 657.1 kJ/mol
calculated total energy: -901.2770 Ha

Geometry as XYZ:
```
42
Properties=species:S:1:pos:R:3:mulliken_charge:R:1
C -1.9938 -1.2229 0.0790 -0.092
C -3.5213 -1.3577 0.3482 -1.351
C -0.8944 -1.5423 1.2538 -1.066
N 0.1102 -0.4878 1.4910 0.404
C 0.7892 -0.8383 2.8662 -0.983
C -0.0609 0.8629 1.2969 -0.797
C 1.2588 1.6113 1.3299 -0.051
O 1.3753 2.7875 1.7136 -0.631
H -1.8079 -0.2464 -0.3190 0.161
H -1.6862 -1.9184 -0.7308 0.281
H -3.6716 -1.0224 1.3693 0.353
H -4.0530 -0.7034 -0.4447 0.295
H -3.7276 -2.3130 0.2218 0.425
H -1.3089 -1.9317 2.1673 0.552
H -0.2953 -2.5275 1.0873 0.407
H 0.1552 -0.3530 3.6776 0.376
H 0.8814 -1.9232 2.9816 0.360
H 1.7157 -0.1403 2.8717 0.290
H -0.8461 1.1862 2.0944 0.213
H -0.4461 1.2409 0.3671 0.627
H 2.1214 0.8411 1.1518 0.361
H 1.0263 3.4323 -3.0010 0.285
H 1.6380 2.0642 -2.3748 0.355
O 1.8547 2.8207 -3.0968 -0.652
H -0.9616 2.4560 4.0893 0.333
H 0.6329 2.3996 3.5885 0.320
O 0.0358 2.4231 4.4256 -0.665
H 0.9936 -3.5764 -1.3070 0.331
H 1.7064 -3.0339 -0.0727 0.326
O 1.4060 -3.9721 -0.4116 -0.666
H -0.1602 4.2908 -1.2504 0.298
H -0.2618 3.8741 0.4248 0.346
O -0.4423 3.5461 -0.5622 -0.638
H 1.7520 0.1905 -4.3296 0.283
H 2.9670 -0.6419 -3.9200 0.334
O 1.9974 -0.6091 -4.1551 -0.633
H 1.6389 -0.6788 -2.1726 0.247
H 1.1197 -0.3386 -0.7188 0.297
O 1.7300 -0.1749 -1.4409 -0.601
H -1.4483 -1.2078 -4.0044 0.262
H -0.2881 -1.4804 -3.0872 0.254
O -1.0309 -1.7850 -3.4972 -0.550
```